# 1
Here is 9 unconnected molecules or ions with the total composition C48H88BrClNO11 at a distorted geometry from OMol25. Energies are from wB97M-V/def2-TZVPD.

```
150
Properties=species:S:1:pos:R:3:forces:R:3:lowdin_charge:R:1
C 0.9379 -2.2830 2.6109 0.0 -0.3 0.3 -0.115
C 2.2137 -1.3868 2.8878 -0.1 0.1 -0.1 -0.265
C 2.1943 0.0029 2.0970 1.1 -1.7 0.3 -0.573
Cl 0.6860 0.8469 2.6049 0.9 0.0 -0.7 0.773
C 2.3166 -0.2531 0.5594 0.1 -0.3 -2.7 -0.061
C 2.7414 -1.5620 0.0351 -0.5 1.8 -0.1 0.060
N 2.8724 -1.7922 -1.3305 -0.5 1.5 0.8 0.092
C 2.6168 -0.8493 -2.2879 -0.5 2.0 0.2 -0.037
C 2.1953 0.4978 -1.9295 0.6 -2.2 2.1 -0.499
Br 1.8401 1.7787 -3.3260 0.3 -1.0 1.2 0.874
C 2.0643 0.7861 -0.4818 -0.3 -0.9 -1.3 0.010
C 1.6332 2.2481 -0.1229 -0.8 0.3 0.7 -0.428
O 2.3744 3.0147 0.4058 -0.2 -0.7 -0.2 0.177
O 0.2998 2.5580 -0.4467 1.9 -2.7 -0.8 -0.040
O -0.2411 3.3868 0.5115 -0.7 1.9 1.2 -0.088
C -1.5452 2.9250 0.9267 -1.3 -1.2 -0.3 -0.151
C -2.3359 2.0836 -0.1472 -1.8 0.6 0.5 -0.314
C -2.7515 2.9843 -1.3878 0.6 -0.4 -0.2 -0.060
C -3.6930 1.5860 0.5612 0.3 -0.2 0.3 -0.148
C -4.0658 0.1081 0.1443 0.5 -0.3 0.5 -0.389
C -4.0770 -0.1171 -1.4147 1.0 0.3 0.3 -0.084
C -3.0422 -0.8714 0.8537 -0.5 -0.5 -0.3 -0.087
H 0.4872 -2.5734 3.6031 0.4 0.1 -1.2 0.091
H 0.1256 -1.7726 2.0335 0.8 -0.2 0.5 0.053
H 1.1874 -3.2241 2.0375 -0.2 0.9 0.7 0.076
H 2.2895 -1.1480 3.9867 -0.2 -0.1 -1.2 0.119
H 3.1580 -1.9632 2.6509 -0.9 0.8 0.2 0.107
H 3.1192 0.5654 2.4190 -1.2 -0.1 -0.4 0.129
H 2.9899 -2.4322 0.6837 -0.3 1.0 -0.7 0.138
H 3.1769 -2.7222 -1.6401 -0.2 0.5 0.2 0.187
H 2.7486 -1.0798 -3.3717 -0.1 -0.2 1.2 0.147
H -2.1554 3.8425 1.1504 0.9 -0.6 -0.3 0.154
H -1.4986 2.3196 1.8746 0.4 0.5 -0.9 0.084
H -1.7975 1.1439 -0.4369 -0.2 1.2 0.2 0.105
H -2.4491 2.4309 -2.3192 -0.2 0.9 0.7 0.076
H -2.2509 3.9937 -1.3209 -0.4 -1.1 -0.3 0.088
H -3.8613 3.1491 -1.4646 1.1 -0.2 0.3 0.079
H -3.5081 1.6505 1.6767 -0.5 -0.4 -1.0 0.107
H -4.5600 2.2652 0.3445 0.9 -0.4 0.1 0.116
H -5.0857 -0.1941 0.5234 1.0 0.7 -0.2 0.137
H -4.6566 0.6806 -1.9545 0.3 -1.0 0.5 0.084
H -3.0152 -0.0397 -1.8063 -1.1 -0.1 0.4 0.074
H -4.4167 -1.1563 -1.6505 0.0 1.0 0.1 0.082
H -3.3162 -1.9315 0.5738 0.4 1.0 0.4 0.087
H -1.9823 -0.7105 0.5192 -0.9 0.0 0.2 0.059
H -3.0739 -0.7900 1.9769 0.0 0.0 -1.1 0.073
C -4.3982 -2.5021 6.4517 0.1 -0.2 0.3 -0.170
C -4.4641 -1.0413 6.0523 -0.3 0.2 -0.2 -0.165
C -3.1688 -0.8682 5.2794 0.3 0.0 0.0 -0.210
O -2.8743 -2.1346 4.6714 -0.1 0.2 0.2 -0.161
C -3.7411 -3.1310 5.2388 -0.1 -0.2 -0.4 -0.200
H -5.3700 -2.9382 6.6821 0.0 0.0 -0.1 0.102
H -3.7534 -2.6186 7.3284 0.0 0.0 0.0 0.118
H -5.3194 -0.8764 5.3904 0.0 0.0 0.0 0.118
H -4.5505 -0.3575 6.8972 0.0 0.0 0.0 0.116
H -2.3373 -0.6162 5.9468 0.0 0.1 0.0 0.117
H -3.2406 -0.0988 4.5064 0.1 -0.1 0.0 0.102
H -4.4835 -3.3995 4.4816 0.0 0.0 0.1 0.105
H -3.1612 -4.0217 5.4901 0.1 0.1 -0.1 0.118
C 5.1710 4.6965 -4.0304 -0.3 0.1 0.0 -0.167
C 5.7542 3.4236 -3.4487 0.3 0.0 0.2 -0.184
C 5.7947 2.5127 -4.6606 -0.1 -0.1 -0.3 -0.212
O 5.9873 3.3510 -5.8033 -0.1 0.0 0.3 -0.139
C 5.7935 4.7193 -5.4154 0.2 0.1 -0.2 -0.191
H 5.3951 5.5901 -3.4474 0.0 0.0 0.0 0.117
H 4.0831 4.6045 -4.1102 0.0 0.1 0.0 0.107
H 6.7700 3.6117 -3.0888 -0.1 -0.1 0.0 0.111
H 5.1712 3.0093 -2.6235 0.0 0.0 0.0 0.097
H 4.8447 1.9812 -4.7906 0.0 -0.1 0.1 0.094
H 6.6007 1.7774 -4.6051 0.0 0.0 -0.1 0.106
H 6.7740 5.2068 -5.4018 -0.1 0.1 0.0 0.119
H 5.1649 5.2238 -6.1507 0.1 -0.1 0.0 0.120
C 0.2639 1.0851 -7.1069 0.4 0.1 0.2 -0.188
C -0.1225 0.3687 -8.3858 -0.2 0.1 -0.3 -0.170
C -0.7335 -0.9150 -7.8509 0.0 -0.2 0.1 -0.199
O -1.3150 -0.5971 -6.5772 0.2 0.2 -0.1 -0.140
C -0.8683 0.7024 -6.1752 -0.4 0.0 0.0 -0.220
H 0.3722 2.1641 -7.2238 0.0 0.0 0.0 0.116
H 1.2106 0.6844 -6.7287 0.0 0.0 0.0 0.104
H -0.8793 0.9487 -8.9213 0.0 0.0 0.0 0.119
H 0.7135 0.1932 -9.0629 0.0 0.0 0.0 0.117
H 0.0314 -1.6822 -7.6890 0.0 0.0 -0.1 0.115
H -1.4997 -1.3226 -8.5121 0.0 0.0 0.1 0.120
H -1.7130 1.3926 -6.2731 0.1 0.1 0.1 0.122
H -0.5592 0.6766 -5.1275 -0.1 -0.1 0.0 0.080
C -8.1748 -5.8867 5.2393 -0.1 0.0 0.3 -0.165
C -8.7945 -5.3328 3.9726 0.0 -0.1 -0.4 -0.168
C -8.2251 -3.9267 3.9323 -0.1 0.3 0.1 -0.195
O -6.9348 -3.9819 4.5599 -0.2 -0.2 0.0 -0.165
C -6.7977 -5.2497 5.2200 0.3 0.0 -0.1 -0.209
H -8.1395 -6.9759 5.2707 0.0 0.1 0.0 0.117
H -8.7359 -5.5373 6.1113 0.0 0.0 0.0 0.117
H -8.4438 -5.9030 3.1092 -0.1 0.0 0.1 0.092
H -9.8844 -5.3508 3.9722 0.1 0.0 0.0 0.121
H -8.8467 -3.2291 4.5038 -0.1 0.0 -0.1 0.118
H -8.1207 -3.5458 2.9142 0.1 0.0 0.1 0.115
H -6.0893 -5.8534 4.6418 0.0 -0.1 0.1 0.119
H -6.3906 -5.1003 6.2223 0.0 0.1 -0.1 0.111
C -8.5018 -7.9356 -0.7293 0.3 -0.1 -0.1 -0.177
C -9.8810 -8.5492 -0.5858 -0.3 0.1 -0.1 -0.175
C -9.9633 -8.7897 0.9106 0.1 -0.2 0.2 -0.200
O -9.1715 -7.7713 1.5381 0.0 0.0 -0.3 -0.157
C -8.3968 -7.1019 0.5349 -0.1 0.2 0.2 -0.219
H -8.3747 -7.3475 -1.6386 0.0 0.0 0.1 0.113
H -7.7423 -8.7230 -0.7222 0.0 0.1 0.0 0.116
H -10.6426 -7.8254 -0.8907 0.0 -0.1 0.0 0.116
H -10.0214 -9.4581 -1.1714 0.0 0.0 0.1 0.115
H -9.5370 -9.7613 1.1812 -0.1 0.0 0.0 0.118
H -10.9865 -8.7418 1.2876 0.1 0.1 0.1 0.118
H -8.8261 -6.1042 0.3887 0.1 0.0 -0.1 0.118
H -7.3669 -6.9902 0.8807 -0.1 0.0 0.1 0.116
C 5.3808 4.0421 0.6882 -0.1 0.3 -0.1 -0.179
C 6.7717 3.7813 0.1423 0.1 -0.2 -0.1 -0.184
C 7.6309 3.9502 1.3825 0.2 0.2 0.2 -0.197
O 6.8237 3.5549 2.5003 -0.2 0.0 -0.3 -0.131
C 5.4647 3.4234 2.0709 0.1 -0.1 0.2 -0.206
H 4.5843 3.6170 0.0811 0.1 0.0 0.1 0.078
H 5.2106 5.1195 0.7702 0.0 -0.1 0.0 0.125
H 6.8404 2.7512 -0.2229 0.0 0.0 0.0 0.112
H 7.0587 4.4501 -0.6699 0.0 0.0 0.1 0.108
H 7.9180 4.9966 1.5282 0.1 0.0 -0.1 0.121
H 8.5371 3.3426 1.3518 0.0 0.0 0.1 0.119
H 5.2226 2.3529 2.0422 -0.1 0.0 0.0 0.106
H 4.8037 3.9101 2.7906 0.1 0.0 0.0 0.114
C 1.7333 5.1837 5.8944 0.3 0.0 0.2 -0.172
C 1.3475 4.4508 4.6236 -0.1 0.1 -0.3 -0.174
C 0.7364 3.1737 5.1725 0.0 -0.1 0.2 -0.239
O 0.1533 3.5034 6.4365 0.2 0.1 -0.2 -0.135
C 0.5967 4.8100 6.8285 -0.3 0.1 0.1 -0.199
H 1.8415 6.2607 5.7653 0.0 0.0 0.0 0.116
H 2.6785 4.7887 6.2786 0.0 0.1 0.0 0.117
H 0.5907 5.0238 4.0795 0.0 0.0 0.0 0.118
H 2.1853 4.2673 3.9494 0.0 0.0 0.0 0.103
H 1.5019 2.4080 5.3449 0.0 0.0 -0.1 0.109
H -0.0288 2.7585 4.5135 -0.1 0.0 0.1 0.074
H -0.2484 5.4981 6.7205 0.1 0.1 0.0 0.119
H 0.9009 4.7951 7.8763 -0.1 -0.1 0.0 0.119
C 10.9959 2.2039 -6.0262 0.2 0.2 -0.2 -0.174
C 9.4982 2.1995 -5.7866 -0.2 0.1 0.3 -0.187
C 9.0240 1.1570 -6.7829 0.0 -0.1 -0.3 -0.206
O 10.0891 0.2097 -6.9281 0.0 0.2 0.2 -0.138
C 11.2712 0.7388 -6.3137 0.0 -0.3 0.1 -0.204
H 11.5748 2.5888 -5.1862 0.0 0.0 0.0 0.114
H 11.2289 2.8084 -6.9076 0.0 0.0 0.1 0.118
H 9.2864 1.8644 -4.7657 0.0 0.0 0.0 0.110
H 9.0259 3.1717 -5.9312 0.0 -0.1 0.0 0.109
H 8.8340 1.6028 -7.7645 -0.1 0.1 0.1 0.122
H 8.1184 0.6425 -6.4538 0.1 -0.1 -0.1 0.108
H 11.4485 0.1794 -5.3885 0.1 0.0 0.0 0.116
H 12.1256 0.5935 -6.9766 -0.1 -0.1 0.0 0.118
```
Positions in Å, forces in eV/Å.

## Properties
Largest force on an atom: 0.066 Eh/bohr
Total charge: +1
Frontier orbital gap: 5.79 eV
HOMO energy: -10.7 eV

# 2
Here is a molecular structure, C56H55N3O2PSr at a distorted geometry from OMol25. Energies are from wB97M-V/def2-TZVPD.

```
118
Properties=species:S:1:pos:R:3:forces:R:3:lowdin_charge:R:1
Sr 1.0852 -0.9790 -1.0705 -3.2 -1.9 0.5 1.503
O 3.4940 -0.9608 -0.8761 0.7 -0.7 0.8 -0.071
C 3.3225 0.0007 -1.6219 1.9 0.9 -0.6 -0.765
O 2.3866 0.0969 -2.4613 1.2 0.5 -2.3 -0.342
C 4.1715 1.2378 -1.5659 -0.1 0.4 0.0 -0.149
C 5.5535 1.2599 -1.5167 0.0 -0.1 0.0 -0.018
C 6.2225 2.4606 -1.6917 0.0 0.1 -0.1 -0.078
C 5.5114 3.6257 -1.9495 0.2 0.0 0.0 -0.079
C 4.1267 3.6112 -1.9502 -0.1 -0.1 0.0 -0.085
C 3.4477 2.4258 -1.7029 0.3 -0.3 0.1 -0.270
P 1.6404 2.2674 -1.4873 -0.3 1.5 0.5 1.141
C 1.2546 3.5861 -0.2419 0.0 -0.4 0.0 -0.358
C 0.0018 3.3729 0.3306 0.0 0.0 -0.1 -0.123
C -0.5456 4.2589 1.2361 -0.1 0.1 0.1 -0.078
C 0.1981 5.3498 1.6535 -0.1 0.0 0.0 -0.093
C 1.4841 5.5249 1.1683 0.0 0.2 0.0 -0.088
C 2.0070 4.6608 0.2196 0.1 0.0 -0.1 -0.102
C 1.1622 3.1329 -3.0300 -0.2 -0.1 0.0 -0.348
C 0.8052 4.4751 -3.0899 0.1 -0.1 0.1 -0.089
C 0.3879 5.0308 -4.2867 0.0 0.1 -0.1 -0.088
C 0.3263 4.2559 -5.4319 0.0 0.1 -0.1 -0.097
C 0.7039 2.9231 -5.3838 0.0 0.0 -0.1 -0.082
C 1.1156 2.3632 -4.1903 0.0 0.0 0.0 -0.095
H 6.1065 0.3441 -1.3636 0.0 -0.1 0.0 0.121
H 7.3040 2.4862 -1.6709 0.0 0.0 0.0 0.099
H 6.0378 4.5503 -2.1527 0.0 0.0 0.0 0.100
H 3.5705 4.5097 -2.1848 0.0 0.1 0.1 0.102
H -0.5464 2.4833 0.0598 -0.2 -0.1 0.0 0.078
H -1.5398 4.0860 1.6229 0.0 0.0 0.1 0.106
H -0.2160 6.0553 2.3589 0.0 0.0 0.1 0.098
H 2.0821 6.3547 1.5208 0.0 0.0 0.0 0.099
H 3.0087 4.8342 -0.1450 0.0 0.0 0.0 0.087
H 0.8475 5.0864 -2.1994 -0.1 0.0 0.1 0.098
H 0.1039 6.0739 -4.3229 0.0 0.1 0.0 0.099
H -0.0114 4.6906 -6.3620 0.0 0.0 -0.1 0.095
H 0.6664 2.3169 -6.2785 0.0 0.0 0.0 0.101
H 1.4076 1.3241 -4.1393 0.0 -0.1 -0.1 0.094
C -2.9587 -4.4949 -1.0213 0.0 0.0 -0.2 -0.052
C -2.4320 -3.9935 -2.3679 0.1 0.0 0.2 -0.367
C -0.9185 -4.1606 -2.4364 -0.2 0.0 0.0 -0.112
C -2.8898 -2.5702 -2.6045 0.0 0.0 -0.2 -0.154
C -3.8683 -2.3737 -3.5641 -0.1 0.0 -0.1 -0.065
C -4.4375 -1.1339 -3.7851 -0.1 0.0 0.0 -0.104
C -4.0124 -0.0637 -3.0222 -0.1 0.0 0.0 -0.064
C -3.0223 -0.2079 -2.0653 0.2 -0.1 0.0 -0.155
C -2.5300 1.0291 -1.3457 0.0 0.3 -0.1 -0.360
C -2.0478 2.0521 -2.3804 0.1 -0.2 0.2 -0.059
C -3.5891 1.6656 -0.4408 0.2 -0.2 0.1 -0.035
C -2.4242 -1.4725 -1.8427 -0.3 -0.1 0.0 -0.215
N -1.4147 -1.6479 -0.9066 0.5 0.0 -0.3 -0.061
C -1.7198 -1.4215 0.4059 0.7 -0.1 0.4 -0.257
C -0.7566 -1.3007 1.4148 -0.9 0.2 -0.4 -0.258
N 0.5810 -1.1966 1.1871 0.4 0.1 0.1 -0.144
C 1.4712 -1.4804 2.1920 0.2 -0.3 0.5 -0.225
C 2.3727 -0.4863 2.6353 -0.2 0.0 -0.2 -0.147
C 3.2873 -0.7886 3.6272 0.1 -0.1 0.1 -0.056
C 3.3491 -2.0521 4.1891 0.1 0.0 0.1 -0.101
C 2.4733 -3.0307 3.7551 0.0 0.0 0.1 -0.062
C 1.5355 -2.7715 2.7714 0.0 0.2 -0.1 -0.149
C 0.6412 -3.8863 2.2709 0.0 -0.1 0.0 -0.361
C -0.2646 -4.4296 3.3771 0.0 0.1 -0.3 -0.048
C 1.4933 -4.9945 1.6431 -0.2 0.2 0.0 -0.071
C 2.2538 0.9282 2.1114 0.1 0.2 0.1 -0.365
C 1.4183 1.7679 3.0837 0.0 -0.1 -0.3 -0.035
C 3.6056 1.5816 1.8323 -0.2 -0.1 0.0 -0.054
C -1.4310 -1.0956 2.6859 -0.3 0.1 0.4 -0.090
C -1.0476 -0.8880 3.9928 0.2 -0.1 -0.6 -0.027
C -2.0449 -0.6843 4.9676 -0.4 0.1 0.4 -0.092
C -3.3858 -0.6941 4.6821 0.0 0.0 0.3 -0.052
C -3.8174 -0.9235 3.3501 0.4 -0.1 -0.4 -0.183
C -5.1513 -0.9879 2.8737 -0.2 0.0 -0.1 -0.048
C -5.3815 -1.2602 1.5499 -0.4 0.0 0.4 -0.092
C -4.3514 -1.4487 0.6065 0.7 -0.1 -0.1 -0.026
C -3.0403 -1.3338 1.0190 -0.6 -0.1 0.5 -0.098
C -2.8225 -1.1050 2.4056 -0.3 0.0 0.2 -0.092
H -2.6662 -5.5308 -0.8549 0.0 -0.2 0.0 0.070
H -4.0447 -4.4348 -0.9893 -0.1 0.0 0.1 0.078
H -2.5556 -3.8852 -0.2188 0.0 0.1 0.2 0.067
H -2.8767 -4.6137 -3.1575 0.0 0.1 0.0 0.121
H -0.4715 -3.6937 -1.5620 0.0 0.0 0.0 0.031
H -0.5222 -3.6817 -3.3300 0.1 0.0 -0.1 0.073
H -0.6481 -5.2158 -2.4563 0.1 -0.2 0.0 0.070
H -4.2105 -3.2203 -4.1450 0.0 -0.1 0.0 0.099
H -5.2034 -1.0066 -4.5368 -0.1 0.0 -0.1 0.087
H -4.4615 0.9073 -3.1815 0.0 0.1 0.0 0.102
H -1.6762 0.7408 -0.7204 -0.1 0.0 -0.1 0.106
H -2.8725 2.4146 -2.9922 -0.1 0.0 -0.1 0.077
H -1.3079 1.5933 -3.0350 0.0 0.1 -0.1 0.077
H -1.5953 2.9147 -1.8929 0.1 0.1 0.0 0.058
H -4.4855 1.9114 -1.0072 -0.1 0.1 -0.1 0.078
H -3.2001 2.5862 -0.0066 0.0 0.2 0.0 0.066
H -3.8631 0.9932 0.3678 -0.1 0.1 0.0 0.063
H 3.9544 -0.0222 3.9940 0.1 0.1 0.0 0.101
H 4.0720 -2.2714 4.9628 0.1 0.0 0.1 0.087
H 2.5280 -4.0139 4.2050 0.0 -0.1 0.0 0.102
H -0.0032 -3.4841 1.4843 0.1 0.0 0.1 0.117
H 0.3125 -4.8476 4.1987 0.1 -0.1 0.1 0.069
H -0.9238 -5.2038 2.9882 -0.1 -0.1 0.0 0.075
H -0.8786 -3.6215 3.7636 -0.1 0.0 0.1 0.068
H 2.0497 -5.5400 2.4017 0.1 -0.1 0.1 0.070
H 2.2051 -4.5470 0.9524 0.1 0.0 -0.1 0.060
H 0.8645 -5.7014 1.1024 -0.1 -0.1 -0.1 0.070
H 1.7077 0.8963 1.1622 0.0 -0.1 0.1 0.086
H 1.8544 1.7492 4.0821 0.1 0.0 0.1 0.083
H 0.4117 1.3601 3.1462 -0.1 0.0 0.1 0.073
H 1.3583 2.8027 2.7456 0.0 0.1 0.0 0.059
H 4.1423 1.8045 2.7534 0.1 0.0 0.1 0.073
H 3.4617 2.5182 1.2911 0.0 0.1 0.0 0.061
H 4.2099 0.9181 1.2162 0.2 0.0 0.0 0.076
H -0.0096 -0.8839 4.2915 0.1 0.0 0.0 0.105
H -1.7269 -0.5203 5.9906 0.0 0.0 0.0 0.093
H -4.1200 -0.5348 5.4617 0.0 0.0 0.1 0.095
H -5.9747 -0.8360 3.5593 -0.1 0.0 0.0 0.096
H -6.4039 -1.3244 1.1975 -0.1 0.0 0.0 0.093
H -4.6166 -1.6607 -0.4185 0.0 0.0 -0.1 0.105
N 2.2889 -4.6050 -1.8205 0.1 0.0 -0.1 0.113
C 2.1115 -3.5780 -2.3300 0.0 0.0 0.1 -0.021
H 2.3824 -5.4580 -1.3106 0.0 0.0 0.0 0.083
```
Positions in Å, forces in eV/Å.

## Properties
Largest force on an atom: 0.072 Eh/bohr
Total charge: -1
Frontier orbital gap: 4.71 eV
HOMO energy: -2.3 eV